DFT (wB97M-V/def2-TZVPD) results for 2 unconnected molecules or ions with the total composition C4H12O2.

Geometry (Å):
C  -0.223  1.785  -0.027
C  0.013  0.615  0.918
C  0.755  -0.521  0.229
C  0.540  -1.851  0.968
O  2.208  -0.351  0.103
H  -0.224  1.487  -1.071
H  0.479  2.619  0.062
H  -1.183  2.311  0.054
H  0.468  0.967  1.854
H  -0.899  0.202  1.338
H  0.612  -0.644  -0.844
H  0.999  -2.636  0.367
H  0.887  -1.911  1.999
H  -0.527  -2.081  1.015
H  2.596  -0.045  0.926
H  -2.607  0.652  -2.854
H  -2.080  -0.762  -2.469
O  -1.814  0.163  -2.566

Summary:
net charge = 0
relative energy (zero: lowest compared OMol25 entry of this formula, charge and spin) = 11.4 kcal per mole
LUMO level = 0.727 eV

Atom charges from the natural (NBO) analysis, given in e for atoms 1 to 6: -0.620 -0.443 0.098 -0.631 -0.739 0.228